Record 1
C5H6OS2 in the gas phase. Source: the Open Molecules 2025 dataset; level of theory: ωB97M-V/def2-TZVPD.

energy relative to the best compared isomer or geometry (same formula, charge and spin) = 80.5 kcal per mole
molecular weight = 146.24 g/mol
structure (SMILES) = O=C1C=CSCSC1
LUMO level = -0.24 eV
energy = -28996.46476 eV
Kohn-Sham gap = 8.55 eV
total charge = 0

Geometry as XYZ:
```
14
Properties=species:S:1:pos:R:3:forces:R:3:mulliken_charge:R:1
C 0.76521 -0.43424 -1.48503 -0.643 1.764 0.481 -0.589
S 0.36709 1.47579 -1.21713 -0.923 -2.068 -1.673 -0.112
C -1.37342 0.23780 0.49895 3.377 -2.541 -1.146 -0.505
C 0.93720 0.09236 1.22600 3.436 -5.770 1.475 -0.565
H -1.88311 1.74648 -0.75092 -4.584 3.823 -1.543 0.633
C -1.21729 1.10444 -0.49190 5.080 -2.657 2.186 -0.500
O -0.51248 -2.11130 1.15465 1.662 7.047 -0.569 -0.579
C -0.27298 -0.83282 0.99422 -2.730 -1.373 0.628 0.394
H 0.99892 1.11552 1.04844 -1.016 1.490 -0.349 0.350
H 1.58043 -0.12727 2.18118 -1.353 -0.004 -1.667 0.343
H -0.23336 -0.93880 -1.40244 1.128 0.341 0.272 0.306
S 2.00367 -0.72385 -0.18098 -0.517 0.121 0.267 -0.064
H 1.08697 -0.62037 -2.50834 0.633 0.242 0.249 0.386
H -2.24684 0.01628 0.93329 -3.550 -0.414 1.388 0.503
```
Positions in Å, forces in eV/Å.

***

Record 2
4 unconnected molecules or ions with the total composition C27H28F3N2O3. Source: the Open Molecules 2025 dataset; level of theory: ωB97M-V/def2-TZVPD.

molecular weight = 485.53 g/mol
LUMO level = -4.36 eV
energy = -45717.94157 eV
Kohn-Sham gap = 6.71 eV
total charge = +1

Geometry as XYZ:
```
63
Properties=species:S:1:pos:R:3:forces:R:3:mulliken_charge:R:1
H -1.81471 -0.50593 -3.49679 0.059 0.212 0.305 0.537
C 6.32344 -4.33273 1.24101 0.055 -0.011 -0.066 -0.493
C -0.49431 5.11396 -4.12205 0.031 -0.002 0.283 -0.451
C 0.27849 5.20667 -6.39734 0.071 0.021 -0.046 -0.505
C -2.39740 -0.17308 -2.62588 0.141 -0.286 -0.118 -0.747
C -2.95094 1.25279 -2.86388 -0.275 -1.023 -0.482 -0.968
H 1.48378 -2.31819 5.00795 0.026 -0.064 -0.030 0.518
C 0.93345 -2.43099 4.08371 -0.143 0.130 0.092 -0.887
H -4.70484 0.69364 1.84016 0.098 -0.360 -0.556 0.419
F -1.14903 -2.83966 0.57351 -0.258 -0.074 -0.205 -0.384
C -1.12734 1.08333 0.66662 0.247 0.152 0.258 -0.731
C 4.65547 -4.93492 2.86592 -0.180 -0.182 0.123 -0.490
O 0.56488 1.62750 3.12961 0.450 -0.203 -1.334 -0.129
C -0.88359 -3.41222 2.84731 -0.240 -0.162 -0.027 -0.577
H -3.21759 -0.89421 -2.55590 0.166 0.262 -0.022 0.339
H -2.84953 3.90174 -6.22876 -0.011 0.038 0.024 0.416
H -1.09230 4.49174 -7.88528 -0.019 -0.014 0.021 0.363
C -1.68070 4.56869 -4.57040 0.302 0.111 -0.294 0.420
C 5.56576 -5.30178 1.88518 0.034 0.169 -0.019 -0.358
F -2.64238 4.25545 -3.67352 -0.048 0.015 0.061 -0.336
C -1.50422 1.67539 1.85025 -0.108 -0.195 -0.263 0.782
O -0.47946 3.61297 2.85958 -0.256 -1.172 -0.619 -0.409
H 4.06210 -5.67625 3.38526 -0.006 0.030 0.009 0.423
H -1.16176 -1.33938 -1.21074 -0.378 0.166 0.112 0.349
N -4.19927 -0.58009 -0.34420 -0.062 0.184 -0.369 -0.823
H 5.11138 -1.58156 2.81468 0.024 -0.021 0.044 0.404
C -0.17318 -3.27101 4.03132 0.055 0.166 -0.096 -0.497
H 0.93122 -1.36388 0.86079 0.040 -0.050 -0.003 0.483
C 5.25179 -2.62113 2.54632 -0.081 0.260 0.067 -0.307
C 4.51051 -3.59878 3.17951 0.296 -0.119 -0.294 0.422
H -3.97867 1.28573 -2.47611 0.330 0.453 0.150 0.226
C -0.46412 -2.71816 1.72947 0.173 -0.031 0.531 0.448
C -1.90957 4.33464 -5.91127 -0.245 -0.130 -0.060 -0.362
C -1.48264 -0.30428 -1.38893 -0.366 0.441 -0.252 -0.843
N -3.26146 0.20164 0.36065 -0.757 -0.496 0.172 0.593
C -0.46485 2.43965 2.63383 -0.056 0.836 1.467 -0.133
C 0.49366 5.43005 -5.04396 -0.107 -0.065 -0.126 -0.354
H -3.17034 2.00483 3.18076 -0.110 -0.170 -0.242 0.526
F 3.62064 -3.23818 4.12984 0.139 -0.024 0.076 -0.297
H -0.55648 0.24208 -1.62199 -0.232 -0.056 0.258 0.392
H 5.68373 -6.34497 1.62382 -0.007 0.006 0.036 0.368
H -0.08995 1.22868 0.37377 -0.292 -0.338 -0.372 0.430
H 7.03616 -4.62074 0.47937 -0.009 0.000 0.021 0.381
H -3.05323 1.37506 -3.94972 0.041 0.268 0.307 0.363
C 1.33250 -1.73636 2.94934 -0.149 -0.031 0.073 -0.492
H -0.48343 -3.81529 4.91326 -0.015 -0.002 -0.027 0.428
H -4.99941 0.01989 -0.51840 -0.076 -0.246 -0.085 0.261
H 0.49700 0.33102 4.55815 0.102 -0.047 -0.764 0.349
C -0.92280 4.66184 -6.83041 0.100 0.037 0.130 -0.354
H -4.47185 -1.39827 0.19088 0.149 0.117 0.148 0.274
C -3.67727 0.79415 1.50078 -0.392 0.278 0.658 -0.330
C 6.16857 -2.99366 1.57328 -0.065 -0.162 0.007 -0.424
H 1.04852 5.45807 -7.11480 -0.021 0.000 0.009 0.382
H 1.43108 5.85165 -4.70626 -0.029 0.012 0.020 0.360
C 0.63136 -1.88888 1.75982 0.220 0.371 -0.169 -0.196
H -0.34916 5.28843 -3.06347 -0.030 0.009 -0.010 0.422
H 6.76199 -2.23888 1.07444 -0.021 0.010 0.022 0.367
C -2.83874 1.52931 2.26032 0.981 0.877 0.830 -0.557
H -2.32130 2.05995 -2.47930 -0.180 -0.145 0.009 0.252
C -2.01958 0.32573 -0.10514 1.608 -0.036 -0.542 0.922
O 0.22372 1.25750 4.44616 -0.789 0.375 1.250 -0.376
H 2.19090 -1.07801 2.98916 0.034 -0.058 -0.053 0.720
H -1.75464 -4.05232 2.78871 0.041 -0.030 -0.030 0.469
```
Positions in Å, forces in eV/Å.

***

Record 3
A molecular structure, C34H60N2O2PrSi. Source: the Open Molecules 2025 dataset; level of theory: ωB97M-V/def2-TZVPD.

energy relative to the best compared isomer or geometry (same formula, charge and spin) = 0.0 kcal per mole
2S+1 = 3
molecular weight = 697.86 g/mol
LUMO level (alpha / beta) = -2.40 / -2.33 eV
energy = -65248.28717 eV
Kohn-Sham gap (alpha / beta) = 8.02 / 8.10 eV
total charge = +1
<S²> = 2.003

Geometry as XYZ:
```
100
Properties=species:S:1:pos:R:3:forces:R:3:mulliken_charge:R:1
C -1.40676 3.39404 -3.15656 -0.018 0.439 -0.042 -1.144
H 2.35705 -1.40101 -1.26348 -0.168 -0.222 0.101 -0.511
C 3.91850 0.73586 0.10687 0.310 0.178 -0.386 -1.147
H 2.35456 4.04339 3.35948 0.188 -0.126 0.020 0.513
C 0.15541 -2.15491 2.75211 -0.040 0.203 -0.364 -1.636
H 1.67771 1.00519 4.80467 -0.034 -0.163 -0.031 0.228
H -2.72552 3.37337 1.13268 0.134 -0.100 0.280 0.252
C -0.90434 -1.16968 -5.31683 -0.339 0.126 0.733 -0.103
C 3.97112 0.07301 1.44816 -0.761 -0.263 0.677 1.108
N 1.77659 1.03270 2.05514 -0.249 -0.072 0.106 1.112
H -5.60633 -0.02622 0.81004 0.254 0.098 0.335 0.481
H 4.23636 -1.50288 5.00779 0.057 0.042 -0.167 0.469
H 3.28918 -3.07777 0.35578 -0.105 -0.170 -0.251 0.198
C 1.54724 2.80684 -3.94854 0.052 0.185 0.105 -1.168
C 5.12207 -1.35384 3.03810 -0.065 0.048 0.005 -0.907
C 0.34058 2.96480 2.27610 0.184 0.225 -0.013 -1.504
C -4.83354 0.11992 1.57348 -0.267 -0.210 0.461 -0.808
H 0.19308 -1.11585 -5.35332 -0.353 0.148 -0.222 0.258
N -1.25881 1.18608 1.79231 1.120 -0.237 0.156 1.277
C -0.13195 -4.23338 -1.82381 -0.053 0.328 -0.194 -1.569
C -1.80930 0.74494 4.55879 0.270 0.017 0.586 -0.844
H 2.51240 2.43609 -3.57142 -0.157 0.210 -0.118 0.318
H -0.26138 -3.59718 -2.70944 0.084 -0.144 0.194 0.240
H -0.00960 3.69329 -0.36987 0.360 0.153 -0.051 -0.015
C 4.15773 -1.07642 4.01076 0.155 0.046 -0.428 -1.123
H -1.57015 1.81879 4.66628 -0.049 -0.393 -0.103 0.275
H -1.21990 -2.88736 -0.50714 0.252 -0.263 -0.066 0.244
H 3.50365 1.74781 0.14992 0.031 -0.193 0.024 0.051
H -1.21390 -3.16970 -6.11005 0.005 0.234 -0.014 0.330
H 1.63430 2.98821 -0.57549 -0.164 0.376 -0.035 -0.315
H 3.88116 -3.40768 -1.28799 -0.149 0.014 0.104 0.442
H -2.32091 1.22874 -0.46297 -0.256 -0.048 0.133 -0.649
H -2.10260 2.65316 -3.58321 0.402 0.125 0.120 0.329
H -1.23229 4.16225 -3.92498 -0.249 -0.059 0.245 0.424
H 5.78305 -0.98043 1.00883 -0.166 0.068 0.329 0.476
H -0.51695 0.95771 -3.44814 -0.079 -1.207 0.124 -0.512
H 3.33501 0.15953 -0.62462 0.017 0.197 0.081 0.007
H 1.14705 -2.32106 3.16600 0.221 -0.164 0.154 0.346
C -3.10039 -2.97761 -3.65092 -0.121 -0.315 -0.006 -1.117
H 2.40129 -0.31983 5.72604 -0.127 0.102 -0.117 0.539
H 5.96350 -2.00500 3.27856 -0.240 0.179 -0.087 0.417
C -0.10158 0.93307 -2.43372 -0.012 -0.889 0.589 0.810
C -2.53517 -1.57950 -3.53205 0.822 0.158 -0.424 0.457
H 0.82534 -4.75677 -1.87622 -0.198 -0.025 -0.021 0.401
H 1.30452 2.22473 -4.85081 -0.075 0.230 0.295 0.317
H 1.12536 -0.66382 4.56816 0.167 0.184 -0.057 0.137
H -3.13608 -0.87019 -4.12755 0.180 -0.003 0.315 0.486
C 5.02223 -0.78205 1.76980 0.213 -0.126 0.179 -0.870
C -2.55641 0.70906 2.15160 -0.934 0.526 -0.385 -0.206
H -4.35201 -0.06306 4.94472 0.016 0.038 -0.280 0.433
C -3.33560 0.86291 -0.26665 -0.038 0.078 -0.676 -1.020
C -0.94876 2.47798 1.99709 -0.202 -0.637 0.138 0.851
H -2.16883 0.38989 5.53529 0.115 0.151 -0.252 0.490
H -1.03105 -1.91029 -7.34236 -0.034 0.015 0.290 0.410
H 1.20730 4.53610 -1.42195 0.049 0.012 0.596 0.490
H 4.93619 0.80138 -0.30057 -0.284 0.022 0.024 0.537
H 0.72977 0.21609 -2.34605 -0.087 0.262 -0.398 0.232
H -0.18795 -4.07185 0.34101 -0.077 0.006 -0.182 0.321
C -2.07212 3.48839 2.00901 0.007 0.291 0.216 -1.670
H -1.35850 -0.17221 -5.44024 0.378 -0.053 -0.318 0.319
C -5.12474 -0.09564 2.92256 0.024 -0.005 -0.213 -0.879
H -0.87953 0.60035 -1.72513 0.017 0.304 -0.434 -0.586
C 1.55758 2.28251 2.48110 0.058 -0.699 -0.516 0.671
H -2.54521 -2.04376 -6.47053 0.186 -0.004 0.155 0.333
C 2.98658 -3.39233 -0.65388 0.128 0.031 -0.028 -1.270
H -0.53074 -1.89367 3.54857 -0.211 -0.046 0.278 0.434
H -0.86585 0.21628 4.34753 -0.336 0.261 -0.059 -0.200
H -0.17750 -3.08441 2.29249 -0.123 -0.296 0.083 0.570
C 3.06768 -0.26100 3.71604 -0.005 -0.127 -0.622 1.164
H -1.92209 3.85868 -2.30369 0.051 0.034 -0.255 0.294
H -0.93252 -4.97394 -1.83989 0.056 -0.040 0.074 0.434
H -2.68467 3.38232 2.91894 0.107 -0.043 -0.331 0.340
H -3.11168 -3.31971 -4.69181 0.045 0.090 0.289 0.295
H -4.03087 1.64964 -0.61281 0.256 -0.316 0.147 0.446
H -2.48732 -3.66878 -3.06697 -0.144 0.008 -0.118 0.124
C 2.95427 0.28373 2.41460 0.325 0.410 0.108 -0.403
C 1.96870 -2.42802 -1.22494 -0.468 -0.267 0.203 0.213
H 2.57946 -4.41182 -0.62335 0.158 0.279 0.109 0.299
O 0.77818 -2.38738 -0.34619 0.260 -0.898 -1.709 0.508
H 3.57539 3.06156 2.51965 -0.136 -0.145 0.128 0.270
H 1.64955 3.86562 -4.22435 0.224 -0.261 -0.126 0.320
Si 0.25875 2.72132 -2.58637 -0.231 -0.027 -0.382 0.164
C -3.56631 0.54001 1.17806 0.352 -0.049 0.414 1.227
C 2.68177 3.02099 3.15436 -0.158 0.492 0.104 -1.449
C -4.13409 0.09466 3.88775 -0.135 -0.061 -0.312 -0.996
H -2.46175 -1.24891 -2.48557 -0.474 -0.028 -0.241 -0.656
H 2.95087 2.55824 4.11239 0.010 0.032 -0.299 0.236
C 2.00565 -0.03531 4.74477 -0.012 -0.045 0.566 -1.036
H -6.12819 -0.40155 3.22362 0.308 0.070 -0.104 0.407
H -4.12662 -3.04019 -3.28276 0.028 0.115 0.071 0.431
H 0.39734 4.03898 2.44604 -0.062 -0.279 -0.003 0.268
H 1.64458 -2.68689 -2.24364 0.135 0.147 0.414 0.491
C -0.26293 -3.43751 -0.54611 0.340 0.332 0.374 0.016
O -1.15801 -1.53844 -3.95457 -0.271 -0.470 -0.091 -0.084
C 0.83452 3.56913 -1.05936 0.090 0.109 -0.135 -0.123
H -1.65990 4.50179 2.00382 -0.127 -0.163 0.009 0.493
H -3.51528 -0.01681 -0.91108 0.039 0.320 0.226 0.391
C -2.85602 0.49676 3.51599 0.201 0.000 -0.318 0.757
C -1.45852 -2.12805 -6.35269 0.014 -0.199 -0.460 -1.489
Pr 0.32891 -0.56616 1.00979 -0.413 1.794 0.979 0.384
```
Positions in Å, forces in eV/Å.